Entry a
7
Properties=species:S:1:pos:R:3:lowdin_charge:R:1 method="wB97M-V/def2-TZVPD" charge=0 smiles="O=CNS" gap_ev=10.84
S 0.912 -1.281 -0.758 0.761
O -1.069 1.667 0.629 0.024
N -0.336 -0.331 -0.173 -0.442
C -0.170 0.987 0.190 -0.440
H -1.347 -0.539 -0.108 0.121
H 1.239 -1.919 0.390 -0.138
H 0.772 1.417 -0.169 0.114

Entry b
7
Properties=species:S:1:pos:R:3:lowdin_charge:R:1 method="wB97M-V/def2-TZVPD" charge=0 gap_ev="8.06 / 8.65"
S 1.221 1.979 0.247 0.729
O 0.349 -0.280 -0.294 -0.273
N 0.053 0.825 0.416 -0.467
C -0.423 -1.416 -0.310 0.003
H -1.317 -1.657 0.252 0.059
H -0.089 -2.303 -0.845 0.058
H 0.206 2.852 0.533 -0.107

Entry c
7
Properties=species:S:1:pos:R:3:lowdin_charge:R:1 method="wB97M-V/def2-TZVPD" charge=0 smiles="C[N+]([O-])=S" gap_ev="7.41 / 7.41"
S 2.020 -0.836 0.003 0.435
O 0.841 1.606 0.008 0.036
N 0.623 0.460 -0.176 -0.600
C -0.593 -0.186 -0.068 -0.164
H -1.382 0.198 -0.615 0.067
H -1.012 0.055 0.998 0.154
H -0.497 -1.297 -0.150 0.073

Entry d
7
Properties=species:S:1:pos:R:3:lowdin_charge:R:1 method="wB97M-V/def2-TZVPD" charge=0 gap_ev="8.32 / 7.82"
S 1.929 -0.368 -0.784 0.672
O 1.354 0.514 1.527 -0.038
N 1.106 0.139 0.432 -0.761
C -1.047 -0.024 -0.257 0.074
H -1.034 -1.156 -0.316 0.036
H -0.672 0.463 -1.153 -0.012
H -1.635 0.433 0.552 0.029

Which of them is the most stable? Correct choice: entry a.